--- one ---
DFT (the ωB97M-V functional and the def2-TZVPD basis) results for a molecular structure, C40H40ClIN2OP3RuSe2.

Values from the calculation:
E_LUMO (alpha / beta) = -0.639 / -0.720 eV
2S+1 = 2
Charge = 0

Cartesian coordinates (Å):
Ru: 0.37918 0.83274 0.32210
Se: -2.54868 -0.62924 1.13374
P: -2.22007 0.89315 2.60027
Se: -0.79290 2.39746 1.92936
C: -1.62117 0.09273 4.13676
C: -0.66829 0.72662 4.92831
C: -0.19365 0.10512 6.07662
C: -0.68189 -1.13919 6.44641
C: -1.63508 -1.77291 5.65898
C: -2.09762 -1.16535 4.50139
C: -3.79312 1.65441 3.10970
C: -3.95064 3.03506 3.07158
C: -5.16161 3.60296 3.44733
C: -6.20715 2.79393 3.86375
C: -6.04821 1.41385 3.90366
C: -4.84581 0.84136 3.52393
H: -0.30469 1.70521 4.64048
H: 0.55558 0.60105 6.68075
H: -0.31612 -1.61547 7.34732
H: -2.01837 -2.74348 5.94810
H: -2.81801 -1.67093 3.87026
H: -3.12685 3.65858 2.74754
H: -5.28024 4.67828 3.41488
H: -7.15032 3.23992 4.15270
H: -6.86363 0.78391 4.23559
H: -4.72856 -0.23528 3.53115
Cl: 4.68661 4.36553 -4.02883
C: 3.68746 3.90261 -2.67316
C: 3.29738 4.87186 -1.78557
C: 2.50420 4.49673 -0.69558
I: 1.82774 5.93565 0.66588
C: 2.10834 3.19082 -0.47398
O: 1.36967 2.80446 0.55367
C: 2.50160 2.23018 -1.41006
N: 2.06377 0.98273 -1.13169
C: 2.25623 -0.10584 -2.04920
C: 3.10635 0.25503 -3.23973
C: 3.59438 1.48303 -3.42714
C: 3.28234 2.56922 -2.51841
H: 3.59538 5.89988 -1.92994
H: 2.73535 -0.93404 -1.49335
H: 3.35132 -0.52888 -3.94122
H: 4.22406 1.69398 -4.28293
C: 3.28890 -1.74017 1.02205
P: 1.83840 -0.69926 1.38803
C: 2.41281 0.15076 2.90102
C: 0.68550 -1.94918 2.07915
C: 0.11579 -2.99557 1.10609
P: -0.03684 -2.68764 -0.70339
C: -1.73443 -3.18533 -1.11665
C: 0.88957 -4.09525 -1.39049
H: 3.60878 -2.19561 1.95851
H: 4.09874 -1.14020 0.60715
H: 3.02192 -2.51468 0.30390
H: 2.56353 -0.53499 3.73742
H: 1.68684 0.91738 3.16219
H: 3.35294 0.65122 2.65975
H: -0.12754 -1.37597 2.51605
H: 1.19624 -2.47220 2.89244
H: -0.89089 -3.25738 1.43562
H: 0.72331 -3.90101 1.16644
H: -1.99547 -4.11044 -0.60046
H: -1.81546 -3.32901 -2.19445
H: -2.41708 -2.39838 -0.80864
H: 0.56779 -5.00079 -0.87409
H: 1.96216 -3.95606 -1.25209
H: 0.68231 -4.19887 -2.45270
N: 0.37210 -1.21098 -1.08603
C: 0.80345 -0.64707 -2.36500
C: -0.01023 0.60777 -2.71957
C: -0.96376 1.13143 -1.85270
C: -1.52629 2.38420 -2.08082
C: -1.14245 3.12885 -3.18351
C: -0.25695 2.57537 -4.09710
C: 0.30247 1.32472 -3.86908
C: 0.74314 -1.65283 -3.51258
C: -0.44816 -1.79813 -4.22510
C: -0.54642 -2.69422 -5.28035
C: 0.55762 -3.44525 -5.66035
C: 1.73623 -3.33798 -4.93664
C: 1.81822 -2.46678 -3.85873
H: -1.41176 0.48586 -1.10173
H: -2.26030 2.77061 -1.38432
H: -1.55314 4.11637 -3.34767
H: 0.02361 3.12456 -4.98724
H: 0.98956 0.90265 -4.58890
H: -1.30468 -1.19285 -3.95287
H: -1.48280 -2.79815 -5.81412
H: 0.49875 -4.11250 -6.51068
H: 2.59743 -3.93501 -5.20979
H: 2.73229 -2.43943 -3.27937

--- two ---
DFT (the ωB97M-V functional and the def2-TZVPD basis) results for a molecular structure, C40H40ClIN2OP3RuSe2.

Values from the calculation:
E_LUMO (alpha / beta) = 0.242 / -1.020 eV
2S+1 = 2
Charge = 0

Cartesian coordinates (Å):
Ru: 0.46003 -0.92594 0.30781
Se: -0.30836 3.58016 0.95836
P: 0.07497 2.45243 2.72785
Se: 1.00233 0.47810 2.46854
C: -1.47190 2.23407 3.68563
C: -1.61988 1.15790 4.55640
C: -2.79293 0.99797 5.28019
C: -3.82679 1.91370 5.14122
C: -3.68144 2.99289 4.27995
C: -2.50970 3.15282 3.55435
C: 1.11338 3.41881 3.87469
C: 2.24579 2.88046 4.47361
C: 3.00027 3.64772 5.35225
C: 2.62512 4.95076 5.63839
C: 1.49350 5.49227 5.04042
C: 0.74314 4.73097 4.16082
H: -0.81466 0.44095 4.65833
H: -2.89920 0.15655 5.95340
H: -4.74418 1.78853 5.70243
H: -4.48434 3.71055 4.16796
H: -2.40392 3.97397 2.85519
H: 2.54465 1.86521 4.24887
H: 3.88430 3.22390 5.81104
H: 3.21360 5.54905 6.32231
H: 1.20096 6.51245 5.25333
H: -0.12382 5.16279 3.67501
Cl: 3.83913 -6.28418 -1.93569
C: 3.09893 -5.08334 -0.90509
C: 3.52393 -5.00310 0.41641
C: 2.98046 -4.05429 1.26204
I: 3.61223 -3.91515 3.23303
C: 2.01237 -3.15162 0.80058
O: 1.47804 -2.23028 1.55372
C: 1.58088 -3.27122 -0.55876
N: 0.59924 -2.41398 -0.93511
C: 0.12735 -2.32645 -2.29175
C: 0.72069 -3.37063 -3.18480
C: 1.62361 -4.26326 -2.78158
C: 2.12649 -4.24747 -1.41976
H: 4.28825 -5.67745 0.77505
H: -0.96297 -2.45178 -2.31661
H: 0.35806 -3.41391 -4.20469
H: 1.98722 -5.01639 -3.46683
C: -2.47419 -2.65981 -0.04919
P: -1.52813 -1.52838 1.01892
C: -1.67036 -2.29433 2.65204
C: -2.52775 -0.00821 1.15149
C: -2.75348 0.85642 -0.09865
P: -1.68255 0.86709 -1.59456
C: -1.27267 2.57444 -2.01271
C: -2.93380 0.52544 -2.87643
H: -3.41039 -2.90682 0.45890
H: -1.90599 -3.57366 -0.21776
H: -2.71264 -2.20211 -1.00763
H: -2.68911 -2.21127 3.03455
H: -0.97099 -1.79291 3.31997
H: -1.39020 -3.34612 2.59097
H: -1.97848 0.57625 1.88835
H: -3.50120 -0.24371 1.59342
H: -2.78327 1.89927 0.22812
H: -3.73839 0.62526 -0.50853
H: -2.14400 3.21698 -1.87321
H: -0.99402 2.58215 -3.06664
H: -0.44542 2.94420 -1.41368
H: -3.77938 1.18656 -2.67388
H: -3.27951 -0.50771 -2.82764
H: -2.56370 0.73791 -3.87496
N: -0.45412 -0.14760 -1.48802
C: 0.31307 -0.78811 -2.61287
C: 1.80528 -0.50762 -2.44679
C: 2.27606 0.23963 -1.38126
C: 3.63024 0.29400 -1.06595
C: 4.54139 -0.37315 -1.86709
C: 4.08939 -1.05163 -2.99167
C: 2.73582 -1.12046 -3.28365
C: -0.15029 -0.40597 -4.00772
C: 0.30070 0.78588 -4.57060
C: -0.13139 1.19282 -5.82365
C: -1.00673 0.39860 -6.55146
C: -1.43978 -0.80594 -6.01761
C: -1.01717 -1.20005 -4.75632
H: 1.57764 0.86131 -0.81931
H: 3.95008 0.86052 -0.20138
H: 5.59729 -0.35535 -1.63117
H: 4.79893 -1.55173 -3.63897
H: 2.41037 -1.67377 -4.15457
H: 1.00264 1.39921 -4.01755
H: 0.22828 2.12636 -6.23705
H: -1.33696 0.71043 -7.53364
H: -2.11430 -1.43862 -6.58006
H: -1.39166 -2.13024 -4.35136

Energetically preferred structure: two | next structure: +62.6 kcal/mol